The following is a quantum chemistry calculation of a structure of composition C22H51CrF9N3O8P at a distorted geometry, from OMol25.

Each line ends with the Mulliken charge.
CARTESIAN COORDINATES (ANGSTROEM)
Cr 1.800 0.207 0.931  0.558
C 0.807 1.913 -1.978  0.194
O 1.115 0.958 -3.021  0.040
O 1.022 1.264 -0.774  -0.397
C 1.568 3.286 -2.268  0.596
F 2.824 3.134 -2.763  -0.294
F 0.969 4.040 -3.129  -0.301
F 1.661 4.029 -1.181  -0.234
C 0.297 0.927 -4.188  0.000
C 0.855 -0.187 -5.037  -1.270
H 0.823 -1.169 -4.566  0.223
H 0.329 -0.239 -5.990  0.406
H 1.900 0.091 -5.181  0.294
H 0.162 1.867 -4.723  0.440
H -0.718 0.674 -3.884  -0.110
H -0.255 2.129 -2.097  -0.619
P 1.845 -0.041 6.082  1.311
F 1.841 1.391 5.195  -0.478
F 3.113 -0.611 5.229  -0.452
F 2.809 0.500 7.218  -0.357
F 1.733 -1.418 6.931  -0.385
F 0.619 0.558 6.943  -0.384
F 0.798 -0.515 4.919  -0.423
C -7.908 -1.735 -2.147  -0.858
O -6.494 -1.675 -1.858  -0.307
C -5.579 -2.058 -2.914  -0.458
C -4.190 -2.447 -2.199  -0.917
N -3.691 -1.365 -1.296  -0.041
C -3.179 -0.269 -2.144  -0.859
C -2.986 0.917 -1.253  0.048
O -4.220 1.506 -0.784  -0.483
C -5.037 2.041 -1.871  -0.572
H -8.460 -1.247 -1.344  0.274
H -8.362 -2.724 -2.198  0.304
H -8.153 -1.153 -3.036  0.331
H -5.472 -1.215 -3.598  0.273
H -5.948 -2.928 -3.457  0.515
H -3.405 -2.773 -2.881  0.354
H -4.327 -3.285 -1.516  0.432
H -4.390 -0.944 -0.701  0.358
H -3.656 0.002 -3.086  0.488
H -2.227 -0.688 -2.473  0.197
H -2.378 1.693 -1.717  0.649
H -2.500 0.695 -0.303  -0.600
H -5.839 2.585 -1.373  0.308
H -5.464 1.286 -2.531  0.134
H -4.519 2.799 -2.459  0.280
C 0.607 -2.234 -1.209  -0.934
O 1.038 -1.741 0.071  0.850
C 1.378 -2.806 0.928  -1.244
C 1.722 -2.338 2.383  -0.708
N 2.536 -1.115 2.477  0.601
C 3.997 -1.368 2.231  -0.944
C 4.289 -1.574 0.757  -0.920
O 3.483 -0.683 -0.045  0.982
C 3.789 -0.935 -1.424  -1.160
H -0.326 -2.791 -1.128  0.428
H 1.419 -2.790 -1.676  0.383
H 0.335 -1.385 -1.836  -0.228
H 2.174 -3.456 0.564  0.516
H 0.530 -3.482 1.031  0.585
H 2.149 -3.132 2.996  0.566
H 0.793 -2.146 2.921  0.180
H 2.431 -0.910 3.460  -0.436
H 4.507 -2.133 2.817  0.529
H 4.383 -0.429 2.628  0.199
H 4.273 -2.619 0.449  0.356
H 5.331 -1.275 0.650  0.589
H 3.385 -0.158 -2.073  0.103
H 3.375 -1.859 -1.828  0.236
H 4.843 -0.790 -1.663  0.472
C -1.609 -1.331 1.481  -1.134
O -0.746 -0.221 1.427  0.292
C -1.161 0.828 2.317  -0.739
C -0.271 1.977 2.158  -1.042
N 1.132 1.563 2.480  0.294
C 1.826 2.898 2.303  -1.057
C 3.317 2.563 2.121  -0.785
O 3.574 1.678 1.064  0.695
C 4.700 2.019 0.287  -1.148
H -2.670 -1.087 1.548  0.491
H -1.351 -2.003 2.299  0.366
H -1.686 -1.952 0.588  0.031
H -1.109 0.404 3.320  0.461
H -2.155 1.246 2.158  0.484
H -0.550 2.747 2.878  0.483
H -0.261 2.505 1.205  0.356
H 1.225 1.484 3.483  0.069
H 1.759 3.547 3.176  0.361
H 1.568 3.416 1.379  0.470
H 3.752 2.160 3.035  0.342
H 3.777 3.525 1.896  0.637
H 5.034 1.262 -0.422  0.162
H 5.502 2.163 1.011  0.359
H 4.428 2.955 -0.201  0.340

Forces on the atoms, in the same order (eV/Å):
-0.951 0.801 -0.694
0.267 -2.115 1.244
0.444 0.936 -0.280
0.455 1.376 -0.797
1.117 -2.029 0.779
0.098 -0.496 0.410
-1.781 0.883 -2.030
0.303 0.313 1.551
-0.736 -0.699 0.944
0.311 0.554 -0.340
-0.125 0.145 0.209
0.138 -0.025 -0.081
0.107 -0.327 -0.404
0.711 0.248 -0.074
-0.395 -0.119 0.214
-0.376 0.518 -0.003
-1.467 0.663 1.636
1.158 -0.241 0.687
-0.364 0.184 -0.134
1.049 0.799 -0.548
-0.142 -0.221 -1.260
-0.426 -0.024 -0.462
0.279 -1.094 0.064
0.508 0.647 0.105
-0.391 -0.560 -0.320
0.639 -0.542 1.485
-1.735 1.008 1.438
-0.020 0.083 -2.347
1.265 -0.881 1.151
-0.187 1.322 0.739
-0.496 0.036 -1.825
0.222 0.198 1.374
0.463 0.144 0.269
0.560 -0.381 -0.302
0.087 -0.157 -0.325
0.144 0.012 -0.142
-0.113 -0.065 -0.090
-0.056 0.454 -0.284
-0.567 -0.283 -0.293
-0.715 -0.526 -0.049
-0.833 -0.122 0.111
0.556 0.558 -0.110
0.013 0.146 -0.324
0.306 -0.541 -0.268
-0.141 -0.247 -0.004
0.106 -0.194 0.123
0.478 -0.148 -0.111
-0.221 0.914 0.095
-0.109 -0.852 -0.390
0.045 -0.589 1.642
-1.068 -0.105 -0.670
0.377 -1.757 -0.657
-0.984 1.360 0.239
0.703 1.045 0.605
1.503 -1.801 -0.956
-0.387 1.272 -0.996
0.178 -0.523 0.296
-0.185 -0.264 -0.041
0.460 0.303 0.172
0.357 0.299 -0.551
-0.305 -0.059 -0.007
0.381 -0.395 -0.436
-0.142 0.375 -0.244
0.201 0.844 0.224
-0.585 -0.451 0.159
0.656 0.071 -0.524
-0.660 -0.004 -0.205
0.252 0.044 -0.305
-0.794 0.257 0.528
0.289 -0.306 0.480
0.407 -0.709 0.593
-0.782 -0.870 0.065
-0.824 0.563 -0.394
-0.527 -0.832 -0.136
1.233 0.220 1.100
-0.645 3.480 -1.407
2.543 -1.819 -0.668
0.126 1.422 0.529
-0.872 -0.963 -0.209
0.189 0.826 0.737
-0.048 0.636 0.542
0.002 0.059 0.345
0.999 0.379 -0.465
-0.052 0.272 0.325
-0.559 -0.739 -0.385
-0.311 0.045 0.258
-0.229 -0.736 -0.317
-0.217 -1.041 0.433
-0.377 -0.025 0.016
-0.620 -0.187 0.134
0.030 -0.006 0.228
0.430 0.107 0.139
-0.661 -0.097 0.115
0.481 0.302 -0.269
0.560 0.048 -0.402

Output
HOMO-LUMO gap (alpha / beta), eV: 7.83 / 9.05
Spin multiplicity: 5
Expectation value of S²: 6.01
Electronic energy, a.u.: -3919.74703



The following is a quantum chemistry calculation of a cluster of 5 separate species, C22H51F2O4 in total at a distorted geometry, from OMol25.

Each line ends with the Mulliken charge.
CARTESIAN COORDINATES (ANGSTROEM)
C 5.580 -4.560 2.388  -1.486
C 4.011 -4.469 2.350  1.032
F 3.599 -4.529 1.007  -0.438
C 3.461 -5.635 3.250  -1.148
C 2.105 -6.201 2.716  -0.725
C 0.971 -5.142 2.384  -0.488
C 0.920 -3.905 3.323  -0.519
F 1.378 -2.787 2.601  -0.187
H 6.047 -3.761 1.760  0.296
H 5.924 -5.566 2.063  0.394
H 5.950 -4.437 3.431  0.382
H 3.766 -3.498 2.843  -0.052
H 3.274 -5.151 4.252  0.137
H 2.290 -6.766 1.770  0.264
H 1.704 -6.952 3.440  0.327
H -0.014 -5.671 2.519  0.499
H 0.976 -4.832 1.316  0.198
H 1.448 -4.031 4.284  0.300
H -0.154 -3.724 3.572  0.258
C -1.977 1.274 1.676  -0.973
C -2.540 -0.039 1.159  -0.256
O -2.279 -0.265 -0.216  -0.466
C -0.909 -0.320 -0.587  -0.230
C -0.132 -1.420 0.113  -0.962
H -2.377 2.112 1.100  0.260
H -2.240 1.412 2.727  0.391
H -0.889 1.311 1.598  0.237
H -3.626 -0.024 1.268  0.290
H -2.181 -0.883 1.757  0.307
H -0.436 0.656 -0.430  0.265
H -0.890 -0.504 -1.663  0.141
H -0.112 -1.284 1.194  0.162
H 0.901 -1.439 -0.240  0.444
H -0.585 -2.394 -0.085  0.380
C 3.396 -0.387 1.445  -0.953
C 3.178 0.680 0.387  -0.101
O 2.873 1.961 0.925  -0.415
C 3.855 2.531 1.770  -0.321
C 5.198 2.738 1.092  -1.069
H 2.515 -0.476 2.083  0.246
H 3.588 -1.354 0.976  0.369
H 4.246 -0.155 2.089  0.400
H 2.325 0.394 -0.231  -0.087
H 4.038 0.748 -0.288  0.271
H 3.964 1.931 2.680  0.322
H 3.461 3.500 2.083  0.345
H 5.640 1.796 0.764  0.276
H 5.899 3.216 1.779  0.397
H 5.086 3.372 0.210  0.285
C -1.534 0.768 -6.166  -0.981
C -0.056 0.599 -6.477  -0.303
O 0.719 1.754 -6.206  -0.428
C 0.716 2.206 -4.860  -0.495
C 1.240 1.181 -3.870  -0.690
H -1.948 1.607 -6.729  0.288
H -2.082 -0.138 -6.430  0.381
H -1.708 0.965 -5.107  0.204
H 0.061 0.398 -7.543  0.338
H 0.358 -0.267 -5.951  0.310
H -0.287 2.545 -4.578  0.304
H 1.358 3.088 -4.834  0.356
H 0.627 0.279 -3.852  0.122
H 1.250 1.599 -2.862  0.306
H 2.257 0.881 -4.134  0.294
C -7.265 5.142 0.590  -1.014
C -5.777 4.874 0.435  -0.341
O -5.359 3.644 0.999  -0.411
C -5.960 2.474 0.466  -0.239
C -5.711 2.289 -1.021  -1.089
H -7.548 5.127 1.645  0.286
H -7.519 6.118 0.171  0.382
H -7.871 4.393 0.078  0.263
H -5.221 5.653 0.958  0.327
H -5.476 4.931 -0.616  0.307
H -7.032 2.463 0.691  0.321
H -5.523 1.632 1.003  0.194
H -6.135 3.104 -1.612  0.335
H -6.160 1.356 -1.366  0.390
H -4.639 2.257 -1.226  0.283

Forces on the atoms, in the same order (eV/Å):
-0.156 0.236 -0.330
1.611 -1.320 2.446
-0.045 0.286 0.175
-0.971 0.439 -0.617
0.710 0.508 -0.148
-0.684 -0.841 0.722
-1.257 -0.878 -0.786
0.058 0.138 0.664
-0.165 -0.389 0.259
-0.367 0.599 0.052
-0.485 -0.026 -0.618
-0.192 -0.041 -1.110
0.108 -0.411 -0.629
-0.168 0.294 0.561
0.238 0.568 -0.366
0.562 0.392 -0.162
0.276 0.112 0.802
0.278 0.156 -0.720
0.645 0.263 -0.205
0.119 0.081 -0.087
0.101 0.047 0.116
-0.281 0.031 -0.197
0.212 -0.086 0.029
-0.151 0.046 0.090
-0.047 -0.026 0.063
-0.032 -0.006 -0.040
-0.001 -0.050 0.085
-0.005 -0.068 -0.189
0.073 0.031 0.035
0.042 -0.008 0.057
-0.217 0.050 0.015
0.153 -0.003 -0.029
-0.026 -0.051 0.035
0.052 0.017 -0.018
0.013 0.113 0.030
0.133 -0.244 0.155
-0.216 0.225 -0.136
0.025 -0.073 0.023
0.059 -0.042 -0.112
0.017 -0.093 -0.075
-0.069 -0.010 0.070
0.065 -0.062 -0.072
-0.065 0.215 0.037
0.053 -0.003 0.028
0.091 -0.035 -0.016
-0.127 -0.056 -0.080
0.026 0.001 0.094
-0.034 -0.002 -0.007
-0.010 0.011 0.046
-0.038 0.100 0.086
-0.079 -0.044 0.051
0.099 0.116 -0.196
-0.019 -0.051 0.124
0.015 -0.117 -0.020
0.020 -0.053 -0.015
0.031 0.025 -0.015
-0.007 -0.093 0.007
0.122 0.127 0.014
-0.058 -0.020 0.062
-0.019 -0.055 0.053
-0.010 -0.034 -0.175
-0.043 0.046 0.080
0.006 -0.001 -0.032
-0.018 0.044 0.021
-0.088 -0.091 0.020
-0.066 0.000 -0.037
0.129 0.004 0.195
-0.031 -0.035 -0.128
0.054 0.114 -0.092
0.032 0.036 -0.035
0.032 -0.014 0.030
0.007 0.050 -0.065
0.084 -0.139 0.064
-0.071 0.001 -0.050
-0.031 0.014 -0.067
0.080 0.156 0.101
-0.088 -0.056 0.003
0.037 0.008 0.033
-0.030 -0.073 0.040

Output
HOMO-LUMO gap, eV: 3.53
Spin multiplicity: 1
Charge: -1
Electronic energy, a.u.: -1369.36878



Q: Among the records above, which one has the highest spin multiplicity?
A: C22H51CrF9N3O8P